Entry 1:
DFT (ωB97M-V/def2-TZVPD) results for a structure of composition C27H21FeN6Se4Te2.

Last column: Mulliken spin population.
Positions of all 61 atoms, in Å:
Fe1 0.8953 -0.5119 0.4491  1.95
C1 -1.2057 1.3893 -5.8636  0.00
C2 0.0837 1.7442 -5.4924  0.00
C3 0.4454 1.7846 -4.1541  -0.01
C4 -0.4835 1.4715 -3.1613  -0.01
C5 -1.7801 1.1233 -3.5400  -0.01
C6 -2.1352 1.0836 -4.8790  0.00
N1 -0.0913 1.4578 -1.8110  -0.10
C7 -0.5785 2.3370 -0.9788  -0.05
C8 -1.5221 3.3655 -1.3729  -0.06
C9 -1.9152 4.3350 -0.5178  0.04
C10 -1.4189 4.3898 0.8176  -0.11
C11 -0.5292 3.4593 1.2419  0.11
C12 -0.1118 2.3909 0.3978  -0.17
N2 0.7770 1.4766 0.8609  0.04
N3 1.4989 1.9002 1.8659  0.22
C13 2.4051 0.9872 2.3079  0.00
C14 3.3222 1.3844 3.2972  0.04
C15 4.2821 0.4958 3.7086  -0.01
C16 4.3199 -0.7815 3.1413  0.05
C17 3.3782 -1.1064 2.1937  0.01
N4 2.4313 -0.2515 1.7808  0.07
H1 -1.4842 1.3551 -6.9087  0.00
H2 0.8159 1.9950 -6.2498  0.00
H3 1.4493 2.0641 -3.8621  0.00
H4 -2.5055 0.8867 -2.7711  0.01
H5 -3.1463 0.8084 -5.1532  0.00
H6 -1.8971 3.3463 -2.3860  0.00
H7 -2.6213 5.0850 -0.8526  0.00
H8 -1.7674 5.1602 1.4918  -0.01
H9 -0.1497 3.4720 2.2525  0.01
H10 3.2485 2.3880 3.6895  0.00
H11 5.0050 0.7834 4.4612  0.00
H12 5.0596 -1.5117 3.4350  0.00
H13 3.3579 -2.0904 1.7459  0.00
Se1 1.1910 -2.9232 0.4245  0.40
Te1 2.9814 -3.4319 -1.2594  0.20
Te2 3.1791 -1.3038 -2.9572  0.17
Se2 2.5619 0.5100 -1.4316  0.74
Se3 -1.4733 -3.3333 1.4370  0.73
Se4 -1.7823 -0.5006 0.8518  0.60
C18 -1.8958 -1.2073 -0.9043  -0.06
C19 -3.0928 -1.6622 -1.4512  0.00
C20 -3.0661 -2.2485 -2.7043  -0.01
C21 -1.8548 -2.3505 -3.3705  0.03
C22 -0.7185 -1.8574 -2.7520  -0.01
N5 -0.7283 -1.3017 -1.5411  0.07
C23 -0.7916 -2.9273 3.1724  0.01
C24 -1.1077 -3.7689 4.2398  -0.01
C25 -0.6424 -3.4485 5.5000  0.00
C26 0.1193 -2.3007 5.6628  0.03
C27 0.3849 -1.5308 4.5448  -0.01
N6 -0.0549 -1.8290 3.3215  0.05
H14 -4.0107 -1.5656 -0.8887  0.00
H15 -3.9779 -2.6211 -3.1537  0.00
H16 -1.7849 -2.7944 -4.3538  0.00
H17 0.2429 -1.9063 -3.2476  0.01
H18 -1.7088 -4.6506 4.0680  0.00
H19 -0.8754 -4.0827 6.3458  0.00
H20 0.4975 -2.0043 6.6313  0.00
H21 0.9757 -0.6264 4.6319  0.00

Atomic forces in eV per Å
Fe -0.155 0.649 0.007
C 0.010 0.008 -0.015
C -0.006 -0.004 0.003
C 0.012 -0.070 0.036
C 0.000 -0.064 0.104
C -0.025 -0.036 -0.067
C -0.014 -0.024 0.029
N 0.234 0.158 0.018
C -0.080 -0.108 -0.040
C -0.058 0.101 0.052
C -0.029 -0.011 -0.078
C 0.038 -0.029 0.050
C -0.053 0.107 0.023
C 0.084 -0.106 -0.001
N -0.160 0.082 -0.128
N 0.162 -0.102 0.139
C -0.123 0.110 0.051
C 0.033 -0.039 0.023
C -0.038 0.033 -0.011
C -0.008 -0.036 -0.023
C 0.021 -0.055 0.054
N -0.192 -0.078 -0.010
H -0.001 0.001 0.000
H 0.000 -0.001 0.000
H 0.017 -0.004 0.018
H -0.002 -0.039 0.011
H -0.001 -0.001 -0.002
H 0.014 0.038 0.042
H 0.003 0.008 -0.002
H -0.001 0.003 0.002
H -0.013 0.004 -0.024
H -0.002 -0.002 -0.003
H -0.002 -0.003 0.004
H 0.001 0.003 -0.003
H 0.016 0.015 -0.008
Se -0.206 -0.220 0.117
Te 0.036 -0.104 -0.068
Te -0.115 0.173 0.166
Se 0.049 -0.139 -0.283
Se 0.070 -0.028 -0.037
Se 0.407 -0.159 -0.016
C -0.018 -0.009 -0.105
C -0.007 0.030 0.018
C 0.001 0.007 -0.005
C -0.008 0.006 -0.013
C -0.004 0.026 0.031
N 0.005 -0.110 0.040
C -0.030 0.048 0.102
C -0.005 -0.066 -0.042
C -0.018 -0.014 0.019
C 0.012 0.004 0.019
C 0.015 -0.017 -0.088
N 0.057 0.020 -0.053
H -0.009 -0.004 -0.002
H 0.000 0.000 0.001
H -0.003 0.002 0.000
H 0.034 0.001 -0.004
H 0.001 -0.008 0.005
H -0.001 -0.001 -0.003
H 0.001 -0.003 -0.001
H 0.052 0.057 -0.050

As for the charge: 0. The expectation value of S² is 9.08. For the HOMO energy (spin up / spin down), the calculation gives -6.7265 / -6.9802 eV. The frontier orbital gap (spin up / spin down) comes out at 0.20983 / 0.18119 Eh. The spin multiplicity is 6.

***

Entry 2:
DFT (ωB97M-V/def2-TZVPD) results for a cluster of 2 separate species, C6H11N3O in total in a non-equilibrium geometry.

Last column: Löwdin charge in e.
Positions of all 21 atoms, in Å:
C1 1.7534 -2.0406 -1.2633  -0.05
C2 1.0824 -0.7170 -1.2341  -0.35
C3 -0.2038 -0.3328 -1.0257  -0.10
N1 -0.2893 0.9910 -1.3635  0.05
C4 0.9203 1.3440 -1.8587  -0.22
N2 1.7651 0.3678 -1.7840  0.09
H1 1.0139 -2.8460 -1.2600  0.08
H2 2.4124 -2.2545 -0.4175  0.07
H3 2.3867 -2.1736 -2.1362  0.07
H4 -1.0249 -0.9136 -0.6325  0.12
H5 -1.1622 1.4591 -1.1804  0.14
H6 1.1625 2.3293 -2.2270  0.11
C5 0.0925 -0.3055 2.4042  -0.01
C6 -1.2665 0.0605 1.8970  -0.61
N3 -1.3534 1.4187 1.6241  0.13
O1 -2.2139 -0.6595 1.6915  0.05
H7 0.9195 -0.1320 1.7085  0.08
H8 0.1466 -1.3713 2.5923  0.09
H9 0.3342 0.2591 3.3003  0.08
H10 -2.2142 1.9384 1.6295  0.10
H11 -0.5415 1.9913 1.7893  0.09

Atomic forces in eV per Å
C -0.172 -0.946 0.612
C 0.659 0.767 -1.408
C 0.142 -0.915 0.627
N -0.936 -0.765 0.127
C 0.020 0.817 0.284
N 0.430 -0.577 0.115
H 0.016 0.050 -0.056
H -0.075 0.322 0.175
H -0.153 0.272 -0.231
H -0.098 0.276 -0.068
H 0.407 0.613 -0.349
H -0.186 0.014 0.031
C 0.694 -0.886 0.030
C -0.316 1.593 -0.621
N 0.490 0.356 0.175
O 0.135 -0.564 0.342
H -0.423 0.348 -0.302
H -0.201 -0.134 0.304
H -0.129 -0.056 0.220
H -0.301 -0.483 -0.109
H -0.002 -0.103 0.102

As for the charge: 0. For the HOMO energy, the calculation gives -8.6051 eV. The frontier orbital gap comes out at 0.34066 Eh.

***

Entry 3:
DFT (ωB97M-V/def2-TZVPD) results for a structure of composition C36H26BrCaCl5F5N5SSe.

Last column: Löwdin charge in e.
Positions of all 81 atoms, in Å:
Ca1 -0.4222 -0.6234 -0.2154  0.99
Cl1 -3.0345 -0.9000 1.6831  0.72
C1 -1.8363 -1.5637 2.7804  -0.69
C2 -0.5176 -1.6097 2.3305  -0.21
C3 0.3652 -2.1268 3.2611  -0.71
Cl2 2.0788 -2.2359 2.8551  0.61
C4 0.0041 -2.5729 4.5359  -0.72
Cl3 1.1736 -3.2070 5.6513  0.61
C5 -1.3288 -2.5049 4.9218  -0.72
Cl4 -1.8199 -3.0481 6.4910  0.62
C6 -2.2686 -1.9896 4.0310  -0.71
Cl5 -3.9340 -1.8907 4.5040  0.63
Br1 2.7065 2.6127 4.0790  0.72
C7 1.5377 2.7114 2.5861  -0.67
C8 1.2335 3.9354 2.0176  -0.12
C9 0.3798 3.9485 0.9284  -0.04
C10 -0.1285 2.7459 0.4571  -0.15
N1 0.1883 1.5764 1.0091  0.01
C11 1.0049 1.5486 2.0588  -0.20
H1 1.6583 4.8480 2.4143  0.10
H2 0.1201 4.8747 0.4353  0.11
H3 -0.8089 2.7033 -0.3887  0.05
H4 1.2473 0.5701 2.4586  0.08
N2 2.0607 -0.7071 0.0163  -0.41
S1 3.0036 0.3604 -0.6387  0.99
C12 4.6146 0.2018 0.1447  -0.36
C13 4.8138 1.0024 1.2619  -0.09
C14 5.9797 0.8762 2.0029  -0.08
C15 6.9428 -0.0478 1.6232  -0.10
C16 6.7387 -0.8460 0.5041  -0.08
C17 5.5741 -0.7239 -0.2382  -0.06
C18 3.4775 -0.1105 -2.3037  -0.41
C19 3.0547 -1.3254 -2.8106  -0.07
C20 3.3618 -1.6446 -4.1270  -0.07
C21 4.0653 -0.7455 -4.9157  -0.09
C22 4.4606 0.4831 -4.4007  -0.09
C23 4.1668 0.8050 -3.0859  -0.10
H5 2.4491 -1.6492 0.0129  -0.01
H6 4.0507 1.7131 1.5575  0.07
H7 6.1277 1.4959 2.8779  0.10
H8 7.8525 -0.1500 2.2016  0.10
H9 7.4886 -1.5696 0.2099  0.10
H10 5.4096 -1.3414 -1.1124  0.11
H11 2.4561 -1.9949 -2.2052  0.08
H12 3.0136 -2.5846 -4.5355  0.10
H13 4.2769 -0.9851 -5.9506  0.10
H14 4.9496 1.2104 -5.0335  0.10
H15 4.4276 1.7790 -2.6888  0.11
F1 -0.8437 -3.9641 -0.4227  -0.06
C24 -0.1027 -3.0624 -1.2121  -0.35
F2 1.2383 -3.5230 -1.0394  -0.09
C25 -0.4157 -3.5156 -2.6323  -0.62
F3 0.3415 -2.8470 -3.5303  0.10
F4 -0.1992 -4.8353 -2.8804  0.09
F5 -1.7024 -3.2846 -2.9422  0.12
N3 2.7109 3.4696 -4.9566  0.06
C26 2.1474 3.1739 -3.9831  -0.46
N4 1.5682 2.9602 -2.8253  0.06
C27 0.9681 1.8518 -2.5231  -0.42
N5 0.4210 0.9122 -2.1033  0.05
C28 -8.2375 0.2352 1.4429  -0.08
C29 -6.9142 0.3960 0.7404  -0.30
C30 -6.5019 -0.4988 -0.2356  -0.04
C31 -5.2874 -0.3606 -0.9037  -0.33
C32 -4.8880 -1.3907 -1.9205  -0.11
C33 -4.4377 0.7154 -0.5947  -0.64
Se1 -2.7725 0.9388 -1.5095  0.53
C34 -4.8420 1.6198 0.4076  -0.34
C35 -3.9446 2.7478 0.8301  -0.11
C36 -6.0636 1.4495 1.0494  -0.04
H16 -8.6523 -0.7593 1.2703  0.06
H17 -8.9737 0.9653 1.0930  0.07
H18 -8.1310 0.3709 2.5215  0.07
H19 -7.1369 -1.3463 -0.4798  0.10
H20 -5.6800 -2.1309 -2.0518  0.06
H21 -3.9721 -1.9015 -1.6172  0.06
H22 -4.6597 -0.9245 -2.8805  0.06
H23 -3.0129 2.3468 1.2359  0.05
H24 -4.4258 3.3620 1.5947  0.06
H25 -3.6637 3.3723 -0.0204  0.06
H26 -6.3496 2.1532 1.8272  0.10

Atomic forces in eV per Å
Ca -0.065 0.034 -0.199
Cl 0.048 -0.034 0.005
C 0.202 -0.005 -0.050
C -0.201 0.090 0.050
C 0.007 -0.044 0.089
Cl -0.007 0.011 -0.016
C 0.025 0.004 -0.050
Cl 0.016 -0.006 0.013
C -0.047 0.029 -0.038
Cl -0.006 -0.006 0.019
C 0.007 -0.029 0.025
Cl 0.006 0.006 -0.017
Br -0.018 0.002 0.012
C 0.004 -0.003 0.007
C -0.016 0.026 -0.034
C 0.037 0.007 0.024
C 0.015 0.063 -0.013
N -0.144 0.003 -0.024
C 0.064 -0.070 0.003
H -0.001 -0.002 0.004
H -0.012 0.000 0.001
H -0.002 -0.035 0.035
H 0.001 0.007 0.021
N -0.057 -0.013 -0.054
S 0.033 0.008 -0.053
C 0.009 0.055 0.114
C 0.039 -0.013 0.015
C -0.027 -0.001 -0.022
C -0.008 -0.018 -0.022
C 0.030 0.023 0.044
C -0.018 -0.021 -0.051
C -0.021 -0.007 -0.034
C -0.016 -0.011 0.005
C 0.007 0.012 0.009
C -0.010 -0.029 -0.008
C -0.011 -0.012 0.013
C 0.001 0.020 0.000
H -0.017 0.004 0.034
H 0.014 -0.016 -0.024
H 0.001 0.003 0.006
H 0.006 -0.004 0.001
H 0.001 -0.004 -0.002
H 0.007 -0.006 0.005
H 0.006 0.002 0.003
H 0.005 0.007 -0.009
H -0.004 -0.005 -0.002
H 0.009 0.025 0.003
H 0.012 0.000 0.002
F 0.020 0.035 -0.043
C -0.079 -0.005 0.076
F 0.016 0.028 -0.008
C 0.013 -0.001 0.052
F 0.006 0.017 0.000
F 0.005 -0.043 -0.018
F -0.024 0.020 0.001
N 0.012 0.003 -0.029
C 0.014 -0.028 -0.002
N 0.045 0.128 0.033
C -0.118 -0.038 -0.024
N 0.062 -0.101 0.077
C 0.004 -0.009 0.010
C -0.011 -0.001 0.000
C 0.003 0.000 -0.001
C 0.010 -0.012 0.037
C -0.012 0.022 -0.022
C 0.009 0.056 0.016
Se 0.098 -0.055 0.043
C -0.014 -0.013 -0.036
C -0.006 -0.018 0.013
C 0.016 -0.008 -0.029
H 0.001 -0.003 0.000
H 0.007 0.005 -0.004
H -0.006 0.001 0.004
H -0.008 -0.003 -0.002
H -0.006 -0.011 -0.003
H 0.020 -0.012 0.012
H -0.002 0.003 0.004
H 0.048 0.000 0.008
H -0.014 0.006 -0.002
H -0.011 -0.014 -0.010
H 0.002 0.005 0.009

As for the charge: -2. For the HOMO energy, the calculation gives -2.1080 eV. The frontier orbital gap comes out at 0.20736 Eh.

***

Entry 4:
DFT (ωB97M-V/def2-TZVPD) results for a structure of composition C22H45N2OP3Ru in a non-equilibrium geometry.

Last column: Mulliken spin population.
Positions of all 74 atoms, in Å:
Ru1 0.7579 -0.1768 0.7064  1.74
P1 1.3631 1.4358 2.2629  0.03
P2 2.1286 -1.7295 1.5896  -0.12
P3 -0.9974 -0.7834 2.0415  -0.03
H1 -5.8192 1.3582 -5.7716  0.03
C1 -6.3912 1.7230 -4.9107  0.46
C2 -6.3318 3.0018 -4.5230  0.42
H2 -5.7130 3.7327 -5.0559  0.02
C3 2.4332 2.6725 1.4618  0.07
C4 2.2967 1.1622 3.8139  0.01
C5 -0.1020 2.4534 2.6752  0.01
C6 1.7484 -3.3802 0.8900  0.03
C7 3.8679 -1.4086 1.1261  0.02
C8 2.2582 -2.1580 3.3724  0.01
C9 -2.5308 0.1937 1.8105  0.01
C10 -0.8400 -0.7434 3.8827  0.01
C11 -1.5888 -2.5051 1.8173  0.01
H3 -7.0516 1.0030 -4.4137  0.03
H4 -6.9375 3.3767 -3.6899  0.03
H5 1.8449 3.1725 0.6868  0.00
H6 3.2876 2.1584 1.0086  0.00
H7 2.8044 3.4182 2.1768  0.00
H8 3.2276 0.6222 3.5986  0.00
H9 1.7303 0.5991 4.5615  0.00
H10 2.5613 2.1417 4.2374  0.00
H11 -0.6186 2.6659 1.7306  0.00
H12 0.2174 3.3967 3.1361  0.00
H13 -0.7898 1.9363 3.3531  0.00
H14 2.3511 -4.1218 1.4274  0.00
H15 1.9958 -3.4125 -0.1782  0.00
H16 0.6841 -3.6183 1.0090  0.00
H17 4.5270 -2.1068 1.6621  0.00
H18 4.1517 -0.3768 1.3738  -0.01
H19 3.9980 -1.5498 0.0464  0.00
H20 2.1843 -3.2485 3.4787  0.00
H21 1.4609 -1.7018 3.9664  0.00
H22 3.2243 -1.8250 3.7744  0.00
H23 -3.2250 0.0009 2.6417  0.00
H24 -3.0081 -0.0831 0.8623  0.00
H25 -2.2970 1.2632 1.7790  0.00
H26 -1.8387 -0.5644 4.3060  0.00
H27 -0.1645 0.0473 4.2312  0.00
H28 -0.4797 -1.7127 4.2485  0.00
H29 -2.6097 -2.5736 2.2214  0.00
H30 -0.9368 -3.2277 2.3273  0.00
H31 -1.6043 -2.7233 0.7413  0.00
C12 -1.6436 1.2582 -1.3547  0.13
C13 -1.8513 0.0002 -2.0197  0.16
C14 -3.0895 -0.3097 -2.5552  -0.03
C15 -4.1054 0.6482 -2.5920  0.27
C16 -3.8834 1.9323 -2.0650  -0.09
C17 -2.6568 2.2696 -1.5199  0.20
O1 -0.6513 1.4699 -0.5615  0.34
H32 -0.3151 -1.1530 -0.0017  0.10
H33 -1.0324 -0.7128 -2.0195  0.02
H34 -3.2571 -1.3048 -2.9719  0.00
H35 -5.0627 0.4130 -3.0555  0.04
H36 -4.6676 2.6888 -2.1049  0.00
H37 -2.4582 3.2568 -1.1085  0.00
C18 2.9240 -2.6995 -3.8339  0.00
C19 2.6643 -1.5293 -2.9784  0.07
C20 3.1174 -0.2257 -3.0424  0.05
C21 2.5129 0.4893 -1.9958  0.02
N1 1.7913 -0.3866 -1.2485  0.00
N2 1.8591 -1.5737 -1.9025  -0.04
C22 2.5987 1.9398 -1.7669  0.00
H38 2.5992 -2.5031 -4.8644  0.01
H39 3.9998 -2.9145 -3.8671  0.00
H40 2.4058 -3.6019 -3.4889  0.00
H41 3.7921 0.1762 -3.7802  0.00
H42 1.2947 -2.3808 -1.6329  -0.01
H43 3.3904 2.1798 -1.0475  0.00
H44 2.8542 2.4413 -2.7140  0.00
H45 1.6410 2.3278 -1.4003  0.00

Atomic forces in eV per Å
Ru -0.218 1.068 -3.970
P 0.572 2.161 1.728
P 1.535 -2.046 0.685
P -1.745 -1.352 1.782
H -0.135 0.109 0.261
C -0.389 -4.112 -1.471
C -0.003 4.273 1.084
H -0.162 -0.209 0.158
C 0.044 -0.256 -0.547
C -0.147 -0.382 0.060
C -0.063 -0.226 -0.015
C -0.171 0.221 -0.374
C -0.142 0.232 -0.279
C -0.422 0.477 0.352
C 0.215 0.423 -0.623
C 0.284 0.170 -0.071
C 0.039 0.201 -0.280
H 0.159 0.229 -0.151
H 0.187 -0.111 -0.221
H 0.245 -0.010 0.063
H -0.071 0.278 0.090
H -0.220 -0.264 0.020
H -0.174 0.161 0.038
H 0.197 0.132 -0.102
H -0.163 -0.208 -0.176
H 0.111 0.096 0.205
H 0.008 -0.224 -0.084
H 0.187 0.217 -0.095
H -0.067 0.116 -0.207
H 0.072 -0.152 0.435
H 0.349 0.011 0.033
H -0.246 0.153 -0.094
H -0.010 -0.262 0.018
H -0.021 0.052 0.206
H 0.051 0.310 -0.099
H 0.352 -0.164 -0.081
H -0.260 -0.064 -0.175
H 0.333 -0.104 -0.247
H 0.096 0.024 0.180
H -0.192 -0.248 0.013
H 0.303 -0.086 -0.120
H -0.336 -0.299 0.004
H -0.181 0.271 -0.076
H 0.344 -0.085 -0.010
H -0.271 0.230 -0.080
H -0.151 -0.101 0.316
C 0.845 0.042 0.670
C -0.596 -0.413 0.023
C 1.016 -0.527 -0.114
C -0.089 0.479 0.177
C 0.454 0.450 -0.082
C -0.586 0.091 0.205
O -0.532 -0.558 -0.294
H 0.071 -0.137 0.354
H -0.188 0.043 -0.036
H 0.036 0.334 0.047
H 0.183 -0.133 0.246
H 0.189 -0.177 0.091
H -0.093 -0.149 -0.084
C 0.050 -0.495 -0.388
C -0.199 0.126 0.399
C -0.091 0.819 0.172
C 0.647 -1.191 -0.827
N -1.019 0.394 1.112
N -0.112 -1.056 -0.066
C 0.106 0.555 0.128
H 0.119 0.006 0.222
H -0.214 0.074 -0.014
H 0.096 0.212 -0.007
H -0.053 0.050 -0.052
H 0.290 0.658 -0.040
H -0.154 0.031 -0.246
H -0.134 -0.179 0.413
H 0.231 -0.001 -0.090

As for the charge: +4. The expectation value of S² is 6.05. For the HOMO energy (spin up / spin down), the calculation gives -19.6904 / -19.6395 eV. The frontier orbital gap (spin up / spin down) comes out at 0.29957 / 0.15024 Eh. The spin multiplicity is 5.

***

Result set for ΔE to the lowest compared entry with this formula, charge and spin: 3.410 0.418 0.000 0.000 eV, one per record in the order listed.